A structure of composition C6H9NO at a distorted geometry. Source: OMol25; level of theory: ωB97M-V with the def2-TZVPD basis set.

The HOMO-LUMO gap (spin up / spin down) is 8.53 / 6.77 eV. The multiplicity is 1. The max |F| comes out at 0.145 Eh/bohr. The calculation puts the highest occupied orbital energy (spin up / spin down) at -8.406 / -7.695 eV. As for the molar mass: 111.14 g mol⁻¹. For the energy relative to the best compared isomer or geometry (same formula, charge and spin), the calculation gives 162.4 kcal/mol.

Each line ends with the natural charge from an NBO analysis.
Cartesian coordinates (Å):
C  -2.198  -0.418  -0.832  -0.667
C  -0.365  0.342  0.899  0.236
C  -0.917  -0.010  -0.240  -0.005
C  0.612  -0.361  -1.070  -0.047
C  1.122  0.128  0.772  -0.333
C  1.954  1.234  0.696  -0.283
O  -0.944  0.746  2.065  -0.692
N  0.784  -1.494  -1.657  -0.490
H  -0.848  0.047  2.732  0.480
H  1.698  -1.915  -1.470  0.336
H  0.772  0.549  -1.666  0.225
H  1.419  -0.727  1.386  0.209
H  -3.003  -0.362  -0.091  0.223
H  -2.153  -1.449  -1.197  0.235
H  -2.444  0.232  -1.677  0.223
H  2.162  1.745  -0.235  0.177
H  2.350  1.713  1.585  0.174